Density functional theory data (the ωB97M-V functional and the def2-TZVPD basis) for an isolated molecule of C24H19N5O3S at a distorted geometry.

Structure (ORCA input):
```
! wB97M-V def2-TZVPD RIJCOSX def2/J DEFGRID3
* xyz 0 1
H -3.881 1.274 -0.705
N -3.331 0.458 -0.940
C -2.218 0.381 -0.330
C -1.669 1.330 0.619
S -2.682 2.784 0.921
O -2.718 3.545 -0.301
O -3.938 2.355 1.478
C -1.783 3.714 2.163
C -0.876 4.676 1.763
C -0.171 5.379 2.726
C -0.383 5.109 4.070
C -1.301 4.145 4.458
C -2.007 3.439 3.498
C -0.464 1.166 1.194
C 0.314 0.018 0.881
C 1.599 -0.178 1.465
O 2.160 0.545 2.265
N 2.261 -1.378 1.020
C 3.499 -1.630 1.526
C 4.195 -2.735 1.164
C 3.621 -3.639 0.247
C 2.380 -3.406 -0.274
C 1.725 -4.323 -1.248
C 1.665 -2.232 0.121
N 0.475 -2.018 -0.389
C -0.200 -0.917 -0.034
N -1.414 -0.733 -0.595
C -1.882 -1.698 -1.575
C -1.040 -1.659 -2.817
C -0.651 -0.450 -3.384
C 0.142 -0.463 -4.518
C 0.522 -1.689 -5.044
N 0.147 -2.844 -4.522
C -0.616 -2.825 -3.444
H -0.747 4.864 0.708
H 0.541 6.134 2.431
H 0.168 5.656 4.820
H -1.465 3.943 5.506
H -2.737 2.690 3.760
H -0.053 1.882 1.891
H 3.856 -0.884 2.220
H 5.174 -2.918 1.575
H 4.171 -4.521 -0.044
H 1.552 -3.805 -2.189
H 2.338 -5.201 -1.427
H 0.752 -4.628 -0.869
H -2.913 -1.407 -1.797
H -1.851 -2.696 -1.134
H -0.971 0.483 -2.943
H 0.460 0.458 -4.983
H 1.151 -1.755 -5.921
H -0.906 -3.795 -3.060
*
```

Results
Strongest force on any atom   0.0203 hartree/bohr
E_LUMO   -0.57 eV
SMILES   [H]/N=c1\c(S(=O)(=O)c2ccccc2)cc2c(=O)n3cccc(C)c3nc2n1Cc1cccnc1

Density functional theory data (the ωB97M-V functional and the def2-TZVPD basis) for an isolated molecule of C6H13IO2S at a distorted geometry.

Structure (ORCA input):
```
! wB97M-V def2-TZVPD RIJCOSX def2/J DEFGRID3
* xyz 0 1
C 0.358 1.761 0.532
C 0.251 0.506 -0.267
C 1.209 -0.720 0.207
C 1.147 -1.911 -0.715
C 0.984 -1.027 1.661
I 3.246 0.221 -0.072
S -1.490 0.033 -0.213
C -2.246 1.106 -1.458
O -1.652 -1.358 -0.467
O -2.077 0.436 1.042
H 0.746 1.633 1.647
H -0.631 2.107 0.801
H 0.865 2.689 0.020
H 0.538 0.554 -1.351
H 0.128 -2.428 -0.823
H 1.770 -2.587 -0.093
H 1.265 -1.614 -1.718
H -0.079 -1.101 1.940
H 1.442 -0.201 2.228
H 1.516 -1.923 1.971
H -1.677 2.030 -1.335
H -2.295 0.553 -2.438
H -3.321 1.241 -1.100
*
```

Results
Strongest force on any atom   0.0713 hartree/bohr
E_LUMO   0.16 eV
SMILES   C[C@@H](C(C)(C)I)S(C)(=O)=O

Density functional theory data (the ωB97M-V functional and the def2-TZVPD basis) for C41H37B2BrF4GeN6O5Ti as an isolated structure at a distorted geometry.

Structure (ORCA input):
```
! wB97M-V def2-TZVPD RIJCOSX def2/J DEFGRID3
* xyz 1 2
Ti 0.952 -0.782 1.015
C 2.140 -2.281 -2.845
C 1.876 -1.469 -1.636
N 0.884 -1.674 -0.850
O 0.111 -2.725 -1.116
B -1.359 -2.695 -0.716
F -1.725 -3.995 -0.534
F -2.006 -2.075 -1.791
O -1.649 -1.959 0.532
N -1.243 -0.611 0.505
C -1.750 0.124 1.589
C -3.031 -0.215 2.254
C -0.932 1.218 1.913
N 0.299 1.125 1.410
O 1.155 2.098 1.801
B 2.269 2.464 0.851
F 1.766 3.059 -0.290
F 3.149 3.216 1.564
O 3.049 1.232 0.399
N 2.308 0.254 -0.152
C 2.727 -0.308 -1.218
C 3.922 0.128 -1.976
C -1.343 2.376 2.743
H 1.251 -2.832 -3.130
H 2.942 -2.997 -2.631
H 2.468 -1.647 -3.668
H -3.206 -1.287 2.202
H -3.870 0.288 1.760
H -3.024 0.106 3.294
H 4.323 1.044 -1.559
H 3.659 0.287 -3.023
H 4.686 -0.654 -1.945
H -2.287 2.186 3.247
H -1.464 3.244 2.090
H -0.567 2.621 3.468
Br 4.619 -6.780 -0.686
C 3.463 -5.480 0.038
C 2.091 -5.752 0.144
C 1.226 -4.824 0.669
C 1.689 -3.566 1.064
O 0.842 -2.646 1.520
C 3.074 -3.306 0.979
C 3.585 -2.140 1.648
N 2.827 -1.143 1.922
C 3.129 -0.183 2.933
C 4.305 0.445 3.185
C 4.404 1.333 4.284
C 3.348 1.530 5.124
C 2.120 0.862 4.892
C 0.997 0.933 5.744
C -0.118 0.198 5.453
C -0.155 -0.545 4.259
N 0.846 -0.599 3.411
C 2.004 0.048 3.759
C 3.957 -4.287 0.477
H 1.711 -6.706 -0.197
H 0.163 -5.020 0.730
H 4.599 -2.162 2.049
H 5.159 0.290 2.537
H 5.338 1.849 4.458
H 3.437 2.194 5.976
H 1.036 1.555 6.631
H -0.976 0.192 6.109
H -1.038 -1.118 3.995
H 5.022 -4.087 0.447
C -4.067 -0.617 -0.829
Ge -2.446 0.377 -1.081
C -2.585 2.186 -0.432
C -1.532 3.083 -0.617
C -1.680 4.425 -0.303
C -2.904 4.898 0.162
C -3.972 4.026 0.320
C -3.811 2.675 0.028
C -1.708 0.570 -2.851
C -0.356 0.631 -3.040
C 0.211 0.718 -4.332
C -0.600 0.723 -5.424
C -2.010 0.717 -5.275
C -2.861 0.790 -6.408
C -4.211 0.876 -6.264
C -4.782 0.911 -4.970
C -3.992 0.817 -3.866
C -2.580 0.683 -3.979
H -4.356 -1.009 -1.801
H -4.864 0.010 -0.430
H -3.882 -1.458 -0.167
H -0.583 2.748 -1.005
H -0.841 5.098 -0.429
H -3.028 5.949 0.389
H -4.930 4.395 0.664
H -4.652 2.005 0.170
H 0.300 0.636 -2.183
H 1.286 0.782 -4.454
H -0.181 0.769 -6.422
H -2.413 0.786 -7.395
H -4.849 0.940 -7.136
H -5.853 1.021 -4.860
H -4.450 0.884 -2.887
*
```

Results
Strongest force on any atom   0.0399 hartree/bohr
E_LUMO (alpha / beta)   -4.50 / -4.59 eV
Energy relative to the best compared isomer or geometry (same formula, charge and spin)   0.848 eV

Density functional theory data (the ωB97M-V functional and the def2-TZVPD basis) for C35H46F3MnN3O4SSbSi as an isolated structure at a distorted geometry.

Structure (ORCA input):
```
! wB97M-V def2-TZVPD RIJCOSX def2/J DEFGRID3
* xyz 2 5
Mn 0.494 -0.092 0.288
C 1.313 -4.126 0.254
C 1.005 -3.162 -0.878
C 0.410 -3.881 -2.077
C 2.234 -2.365 -1.285
O 0.037 -2.154 -0.356
Si -1.624 -2.173 -0.231
S -1.656 0.031 -0.101
O -2.177 -2.885 1.086
C -2.136 -2.788 2.532
C -0.806 -2.200 2.984
C -3.300 -1.909 2.963
C -2.296 -4.208 3.047
O -2.341 -2.696 -1.544
C -3.697 -3.189 -1.841
C -4.696 -2.198 -1.267
C -3.854 -4.573 -1.232
C -3.769 -3.246 -3.354
H 2.035 -4.872 -0.082
H 0.406 -4.649 0.571
H 1.739 -3.596 1.108
H 1.184 -4.502 -2.533
H 0.048 -3.172 -2.823
H -0.418 -4.530 -1.786
H 2.958 -3.012 -1.779
H 2.720 -1.920 -0.415
H 1.954 -1.581 -1.995
H -0.685 -1.199 2.566
H 0.022 -2.838 2.669
H -0.790 -2.116 4.072
H -3.207 -0.906 2.535
H -3.334 -1.830 4.051
H -4.238 -2.347 2.621
H -1.456 -4.832 2.732
H -3.218 -4.644 2.661
H -2.343 -4.209 4.138
H -4.606 -2.152 -0.176
H -5.714 -2.504 -1.510
H -4.525 -1.200 -1.679
H -3.717 -4.545 -0.150
H -3.129 -5.264 -1.666
H -4.855 -4.953 -1.445
H -3.626 -2.256 -3.791
H -4.745 -3.626 -3.661
H -3.002 -3.918 -3.742
C 3.760 -0.729 3.551
N 2.563 0.134 3.511
C 2.078 0.735 4.642
C 0.955 1.477 4.628
C 0.262 1.594 3.389
N 0.739 0.982 2.298
C 1.873 0.278 2.352
O 2.246 -0.294 1.272
N -0.857 2.286 3.270
H 4.398 -0.410 4.370
H 4.300 -0.639 2.615
H 3.472 -1.768 3.697
H 2.652 0.573 5.544
H 0.590 1.954 5.528
H -1.255 2.768 4.058
H -1.304 2.368 2.371
F 6.623 3.790 -3.394
C 5.448 3.339 -2.965
C 5.392 2.685 -1.747
C 4.163 2.231 -1.297
C 3.017 2.450 -2.059
C 3.104 3.068 -3.302
C 4.332 3.524 -3.759
Sb 1.119 1.983 -1.241
C -0.238 2.746 -2.665
C -1.214 1.937 -3.241
C -2.095 2.467 -4.173
C -1.976 3.801 -4.510
F -2.819 4.313 -5.402
C -1.016 4.628 -3.950
C -0.141 4.093 -3.020
C 0.953 3.547 0.208
C -0.248 4.245 0.325
C -0.391 5.248 1.277
C 0.672 5.518 2.116
F 0.534 6.456 3.053
C 1.877 4.845 2.022
C 2.010 3.853 1.062
H 6.299 2.538 -1.175
H 4.115 1.691 -0.358
H 2.230 3.192 -3.929
H 4.430 4.017 -4.718
H -1.304 0.895 -2.962
H -2.866 1.864 -4.635
H -0.965 5.669 -4.242
H 0.608 4.734 -2.569
H -1.079 4.029 -0.336
H -1.306 5.822 1.364
H 2.696 5.116 2.678
H 2.961 3.341 0.971
*
```

Results
Strongest force on any atom   0.0261 hartree/bohr
E_LUMO (alpha / beta)   -8.03 / -5.85 eV

Density functional theory data (the ωB97M-V functional and the def2-TZVPD basis) for a 2-piece molecular cluster, C34H32N2O6S2 overall at a distorted geometry.

Structure (ORCA input):
```
! wB97M-V def2-TZVPD RIJCOSX def2/J DEFGRID3
* xyz 0 1
C 5.525 1.144 -2.568
C 5.474 -0.247 -2.501
C 5.126 -0.858 -1.296
C 4.747 -0.064 -0.213
S 4.191 -0.905 1.327
C 2.472 -0.973 1.421
S 1.909 -1.632 2.937
C 2.789 -0.907 4.357
C 4.007 -1.399 4.842
C 4.615 -0.794 5.946
C 4.011 0.305 6.571
C 2.786 0.783 6.096
C 2.164 0.156 5.015
O 0.575 -1.006 3.068
O 2.090 -3.075 2.949
O 4.615 -2.296 1.255
O 4.730 -0.042 2.372
C 4.929 1.330 -0.251
C 5.281 1.943 -1.453
H 5.756 1.618 -3.512
H 5.706 -0.876 -3.359
H 5.160 -1.940 -1.168
H 1.876 -0.128 1.102
H 4.493 -2.236 4.340
H 5.568 -1.186 6.303
H 4.480 0.775 7.437
H 2.297 1.641 6.563
H 1.206 0.526 4.657
H 4.808 1.901 0.670
H 5.349 3.031 -1.502
C -8.312 -0.197 1.949
O -7.236 0.152 1.055
C -6.011 -0.414 1.252
C -4.939 0.045 0.433
C -3.658 -0.417 0.678
C -3.449 -1.420 1.647
C -4.477 -1.906 2.446
C -5.753 -1.394 2.260
N -2.119 -1.840 1.572
C -1.606 -2.994 2.302
C -1.454 -1.077 0.637
C -2.368 -0.196 0.022
C -2.260 0.614 -1.110
C -1.178 0.973 -1.916
C 0.152 1.109 -1.497
N 0.908 1.466 -2.579
C 2.339 1.669 -2.592
C 0.108 1.572 -3.711
C -1.226 1.284 -3.360
C -2.190 1.295 -4.374
C -1.777 1.482 -5.731
O -2.561 1.309 -6.831
C -3.953 0.973 -6.718
C -0.421 1.811 -6.028
C 0.508 1.891 -5.010
H -9.169 0.414 1.663
H -8.567 -1.262 1.867
H -8.038 0.017 2.989
H -5.132 0.786 -0.334
H -4.286 -2.672 3.190
H -6.558 -1.758 2.894
H -2.271 -3.257 3.135
H -1.473 -3.871 1.649
H -0.614 -2.723 2.657
H -0.410 -1.181 0.364
H -3.226 0.991 -1.445
H 0.525 0.991 -0.483
H 2.678 1.865 -3.615
H 2.632 2.504 -1.949
H 2.864 0.793 -2.199
H -3.241 1.129 -4.147
H -4.303 0.859 -7.749
H -4.070 0.031 -6.168
H -4.496 1.785 -6.217
H -0.169 1.972 -7.079
H 1.522 2.207 -5.224
*
```

Results
Strongest force on any atom   0.0438 hartree/bohr
E_LUMO   -1.92 eV
Energy relative to the best compared isomer or geometry (same formula, charge and spin)   0.005 eV

Density functional theory data (the ωB97M-V functional and the def2-TZVPD basis) for a 2-piece molecular cluster, C6H15N overall at a distorted geometry.

Structure (ORCA input):
```
! wB97M-V def2-TZVPD RIJCOSX def2/J DEFGRID3
* xyz 0 1
C 0.099 2.151 0.618
C -1.063 3.092 0.869
C -0.271 0.687 0.778
N 0.805 -0.187 0.415
C 0.420 -1.503 0.474
C 0.988 -2.372 -0.648
C 0.747 -1.744 -2.019
H 0.935 2.396 1.274
H 0.462 2.250 -0.420
H -1.902 2.941 0.169
H -0.811 4.157 0.717
H -1.481 2.973 1.879
H -0.604 0.526 1.833
H -1.193 0.511 0.173
H -1.627 -1.821 0.274
H 0.581 -2.019 1.433
H -0.816 -1.452 0.321
H 0.571 -3.386 -0.581
H 2.063 -2.476 -0.487
H 1.226 -2.302 -2.822
H -0.319 -1.675 -2.265
H 1.189 -0.746 -1.987
*
```

Results
Strongest force on any atom   0.1251 hartree/bohr
E_LUMO   -0.67 eV
Energy relative to the best compared isomer or geometry (same formula, charge and spin)   5.022 eV

Density functional theory data (the ωB97M-V functional and the def2-TZVPD basis) for C27H33MnN8PS2 as an isolated structure at a distorted geometry.

Structure (ORCA input):
```
! wB97M-V def2-TZVPD RIJCOSX def2/J DEFGRID3
* xyz 3 5
Mn -0.135 -0.300 -0.461
N 0.599 -4.356 -3.492
C 0.874 -3.605 -2.204
C 0.628 -4.499 -1.004
C 0.949 -3.753 0.291
N -0.003 -2.633 0.544
C 2.375 -3.214 0.270
C 2.697 -2.355 -0.947
N 2.078 -1.004 -0.837
C 2.293 -3.061 -2.246
H -0.366 -4.692 -3.536
H 1.216 -5.167 -3.600
H 0.728 -3.738 -4.301
H 0.158 -2.791 -2.200
H 1.278 -5.379 -1.042
H -0.403 -4.864 -0.991
H 0.869 -4.478 1.103
H 0.184 -2.335 1.497
H -0.951 -3.006 0.573
H 3.058 -4.066 0.281
H 2.583 -2.656 1.187
H 3.781 -2.224 -0.990
H 2.345 -0.454 -1.650
H 2.531 -0.534 -0.054
H 2.994 -3.891 -2.387
H 2.423 -2.387 -3.098
S 3.183 5.353 3.220
N 2.359 4.084 3.763
C 1.964 3.405 2.695
C 1.177 2.185 2.721
C 0.693 1.605 3.894
C -0.087 0.471 3.807
C -0.342 -0.070 2.558
N 0.143 0.445 1.424
C 0.875 1.587 1.497
C 1.288 2.198 0.237
N 0.886 1.571 -0.888
C 1.175 2.117 -2.065
C 1.895 3.305 -2.182
C 2.323 3.943 -1.040
C 2.011 3.386 0.207
C 2.371 3.986 1.478
N 3.072 5.100 1.637
H 0.924 2.065 4.847
H -0.507 0.006 4.688
H -0.973 -0.945 2.467
H 0.820 1.589 -2.943
H 2.102 3.711 -3.163
H 2.885 4.867 -1.082
C -3.492 -1.212 0.621
P -2.534 0.091 -0.188
C -3.353 0.355 -1.775
C -2.717 1.605 0.753
C -3.165 1.602 2.074
C -3.299 2.802 2.758
C -2.980 4.000 2.132
C -2.523 4.005 0.819
C -2.387 2.812 0.129
H -3.135 -1.445 1.623
H -3.467 -2.115 0.011
H -4.525 -0.864 0.688
H -4.335 0.789 -1.579
H -3.469 -0.598 -2.292
H -2.779 1.028 -2.409
H -3.440 0.681 2.571
H -3.671 2.803 3.774
H -3.105 4.934 2.663
H -2.293 4.942 0.328
H -2.044 2.829 -0.900
S -1.056 -1.709 -4.750
C -0.752 -1.116 -3.315
N -0.497 -0.738 -2.220
*
```

Results
Strongest force on any atom   0.0200 hartree/bohr
E_LUMO (alpha / beta)   -9.88 / -9.14 eV

Density functional theory data (the ωB97M-V functional and the def2-TZVPD basis) for an isolated ion of composition C4H10NO3 and charge +1 at a distorted geometry.

Structure (ORCA input):
```
! wB97M-V def2-TZVPD RIJCOSX def2/J DEFGRID3
* xyz 1 3
C -0.643 0.428 0.155
C -1.780 -0.276 0.078
C 1.491 -0.026 -1.242
C 1.582 0.091 1.202
N 0.796 -0.298 0.018
O -0.510 1.762 0.138
O -2.919 0.413 -0.007
O -1.763 -1.620 0.108
H 2.423 -0.595 -1.259
H 0.877 -0.324 -2.091
H 1.727 1.038 -1.310
H 1.829 1.150 1.134
H 0.989 -0.068 2.100
H 2.497 -0.496 1.262
H 0.556 -1.295 0.077
H -0.792 2.172 -0.693
H -3.709 -0.055 0.298
H -2.649 -2.002 0.033
*
```

Results
Strongest force on any atom   0.1930 hartree/bohr
E_LUMO (alpha / beta)   -3.00 / -5.75 eV
Energy relative to the best compared isomer or geometry (same formula, charge and spin)   1.948 eV

These records have calculated total energy values of -49625.14591; -29461.90097; -224194.71217; -114418.42589; -72708.20702; -7950.74502; -102715.00938; -11930.51954 eV, in the order they appear.